C32H32BrClN5O2W | wB97M-V/def2-TZVPD

XYZ file:
```
74
Properties=species:S:1:pos:R:3
W -1.32516 -1.51208 -0.81249
Br -7.71828 1.26724 -3.69104
C -6.03589 0.82426 -3.00699
C -5.07311 1.81693 -2.81987
C -3.81577 1.51076 -2.31626
C -3.53315 0.20171 -1.99939
O -2.29685 -0.12124 -1.49350
C -4.47659 -0.82059 -2.17409
C -4.17444 -2.19039 -1.91424
N -3.06935 -2.64979 -1.39802
C -2.84514 -4.06090 -1.38861
C -3.79111 -5.05107 -1.31468
C -3.40052 -6.39738 -1.45712
C -2.09632 -6.73509 -1.69794
C -1.10377 -5.73007 -1.76902
C 0.25725 -5.97411 -2.05401
C 1.14109 -4.92347 -2.12916
C 0.69206 -3.62995 -1.88094
N -0.58692 -3.35747 -1.59788
C -1.49372 -4.39506 -1.57343
C -5.73611 -0.48772 -2.69305
H -5.31058 2.84077 -3.07727
H -3.06957 2.28256 -2.18401
H -4.92782 -2.91059 -2.22545
H -4.83489 -4.82499 -1.13617
H -4.15567 -7.16835 -1.38969
H -1.81176 -7.77002 -1.83700
H 0.59390 -6.98998 -2.22339
H 2.18420 -5.07936 -2.36382
H 1.37910 -2.79562 -1.89697
H -6.47612 -1.26312 -2.84828
C 5.21984 3.51986 0.67704
C 3.97170 3.79225 1.53276
C 3.74280 5.31088 1.54371
C 4.26424 3.35508 2.97232
C 2.71759 3.07110 0.91310
O 2.43853 3.59545 -0.37604
C 1.40346 3.23836 1.72019
C 1.14085 2.50464 3.05775
C 0.33383 1.24335 2.89990
C 0.74642 0.03863 3.47407
C 0.14346 -1.17318 3.14413
C -0.91202 -1.11612 2.26304
Cl -1.44995 -2.61584 1.43649
C -1.47710 0.06577 1.80896
C -0.84071 1.25045 2.14208
C 3.07563 1.60025 0.62143
N 2.06823 0.85782 -0.16532
C 1.32057 -0.14318 0.23658
N 0.58406 -0.59972 -0.79540
C 0.98680 0.22354 -1.85044
N 1.87435 1.09039 -1.49025
H 6.00198 4.22580 0.95459
H 5.02089 3.64902 -0.38739
H 5.63238 2.52298 0.84492
H 4.59466 5.78425 2.03149
H 2.85534 5.61009 2.10139
H 3.69931 5.74566 0.54180
H 5.23735 3.74868 3.26624
H 4.32086 2.26913 3.08763
H 3.53862 3.75315 3.68164
H 2.51448 4.55642 -0.35487
H 0.60739 2.99110 1.01308
H 1.29588 4.30935 1.88403
H 0.58319 3.18256 3.70953
H 2.05936 2.27098 3.58867
H 1.59733 0.03191 4.14515
H 0.52356 -2.11383 3.52063
H -2.40670 0.06728 1.24552
H -1.25476 2.18656 1.78984
H 3.23434 1.02752 1.53403
H 3.97904 1.57020 0.01993
H 1.32191 -0.54226 1.23472
H 0.60198 0.13784 -2.85484
```

Properties
highest occupied orbital energy (alpha / beta)	-16.4 / -16.4	eV
relative energy (zero: lowest compared OMol25 entry of this formula, charge and spin)	0.000	eV
spin multiplicity	3
frontier orbital gap (alpha / beta)	0.2160 / 0.2228	Ha
charge	+3



C49H40BF5InN3O4PS3Se | wB97M-V/def2-TZVPD

XYZ file:
```
108
Properties=species:S:1:pos:R:3
In -0.54108 -0.40361 -0.49589
S -2.80895 -4.06209 -2.54485
C -2.74322 -4.31079 -0.84520
C -2.14417 -3.28154 -0.18909
C -1.72516 -2.23571 -1.04256
C -2.00830 -2.50952 -2.34940
C -1.65603 -1.65544 -3.44679
C -2.01912 -1.90708 -4.77682
C -1.60657 -1.03082 -5.75826
C -0.86063 0.08718 -5.39563
C -0.55649 0.26253 -4.05563
N -0.93646 -0.57575 -3.11480
H -3.15914 -5.21321 -0.43430
H -2.00939 -3.26044 0.88197
H -2.60685 -2.78441 -5.01007
H -1.84939 -1.21962 -6.79646
H -0.52726 0.79827 -6.13684
H 0.03576 1.10317 -3.71152
O -4.11098 5.27297 -3.72227
C -4.18780 3.92241 -4.12036
C -3.44146 3.04785 -3.14774
C -3.94198 1.80025 -2.78886
C -3.18103 0.98875 -1.96708
N -2.01440 1.36248 -1.48161
C -1.53809 2.57074 -1.76365
C -2.22378 3.44240 -2.61290
C -0.26104 2.90383 -1.11116
C 0.20543 4.20883 -0.98882
C 1.42129 4.44567 -0.36238
C 1.94672 5.85822 -0.28843
O 0.97539 6.81289 0.06919
C 2.10864 3.35740 0.15725
C 1.55950 2.09239 0.01049
N 0.41857 1.87444 -0.61134
H -4.49231 5.82493 -4.41265
H -3.72717 3.78394 -5.11214
H -5.23558 3.59235 -4.19008
H -4.89869 1.46953 -3.16447
H -3.51697 0.00918 -1.65036
H -1.80623 4.39953 -2.88225
H -0.36123 5.04417 -1.36693
H 2.27889 6.15660 -1.28971
H 2.80982 5.90658 0.38908
H 0.59357 6.57005 0.92123
H 3.05046 3.48705 0.66832
H 2.05774 1.21395 0.39883
F 3.84460 -1.15953 -8.01908
C 3.48545 -1.07652 -6.71676
C 2.61039 -2.00514 -6.15892
F 2.09966 -2.98210 -6.93853
C 2.25408 -1.91697 -4.82608
F 1.40280 -2.83151 -4.32678
C 2.73561 -0.90697 -3.97881
Se 2.33662 -0.84316 -2.16146
C 3.61097 0.01468 -4.57769
F 4.09649 1.02074 -3.82540
C 3.97731 -0.05418 -5.90830
F 4.79684 0.87798 -6.44186
C 6.16585 -4.59962 4.27032
C 5.92081 -3.88403 2.93860
C 6.94250 -2.74683 2.80611
C 6.12294 -4.89211 1.79888
C 4.51589 -3.30101 2.83831
C 3.55186 -3.49277 3.82446
C 2.26133 -2.98923 3.72785
C 1.94426 -2.26186 2.60079
O 0.77850 -1.67561 2.21711
B 1.03177 -1.07306 0.99928
O 2.34398 -1.28329 0.63622
C 2.90992 -2.03398 1.61233
C 4.18360 -2.55144 1.70923
H 7.19268 -4.95654 4.31233
H 5.51030 -5.45967 4.38173
H 6.01160 -3.92734 5.11064
H 7.95309 -3.13111 2.92765
H 6.76396 -1.99047 3.56697
H 6.87523 -2.27159 1.83267
H 7.12585 -5.31341 1.83599
H 5.98618 -4.41774 0.83207
H 5.40349 -5.70335 1.88156
H 3.79338 -4.06088 4.70688
H 1.53665 -3.16988 4.50552
H 4.88352 -2.37762 0.90954
S -1.17140 2.75384 2.59127
P -2.50681 1.31677 2.67191
S -2.63297 -0.03767 1.18738
C -4.21579 1.99898 2.70849
C -4.67319 2.60143 1.54331
C -5.98355 3.02503 1.44480
C -6.84711 2.85240 2.51545
C -6.38358 2.28994 3.69233
C -5.06948 1.86516 3.79307
C -2.43057 0.35667 4.23986
C -2.90150 -0.94913 4.26590
C -2.86612 -1.67399 5.44206
C -2.36340 -1.09713 6.59774
C -1.88600 0.20331 6.57131
C -1.91613 0.92967 5.39363
H -3.99416 2.70449 0.70749
H -6.34051 3.47725 0.53016
H -7.88254 3.15421 2.43206
H -7.05332 2.16696 4.53339
H -4.71500 1.41024 4.70788
H -3.29392 -1.38101 3.35750
H -3.22798 -2.69329 5.46030
H -2.33744 -1.66375 7.51998
H -1.48546 0.65143 7.47102
H -1.54683 1.94484 5.36123
```

Properties
highest occupied orbital energy	-4.1	eV
relative energy (zero: lowest compared OMol25 entry of this formula, charge and spin)	1.039	eV
frontier orbital gap	0.2135	Ha
charge	-1



C5H9NO | wB97M-V/def2-TZVPD

XYZ file:
```
16
Properties=species:S:1:pos:R:3
C 0.88830 0.88106 -0.45318
C -0.49728 0.62729 -0.15325
O -1.54011 1.23707 -0.82114
C 0.09427 -0.71649 -0.38533
N -0.44791 -1.27985 0.87578
C 0.37059 -0.71187 1.91877
C -0.70304 0.12311 1.28583
H 1.01864 1.36096 -1.43406
H 0.66611 -0.04316 -2.65216
H 1.64633 1.18287 0.25575
H -2.10777 0.51388 -1.12222
H 0.54656 -1.41088 -1.06118
H 0.06590 -0.47414 -2.68352
H 1.42091 -0.65183 1.65976
H 0.14497 -1.08535 2.91564
H -1.56650 0.44733 1.85451
```

Properties
highest occupied orbital energy	-8.8	eV
relative energy (zero: lowest compared OMol25 entry of this formula, charge and spin)	6.908	eV
frontier orbital gap	0.3622	Ha



C14H46O16 | wB97M-V/def2-TZVPD

XYZ file:
```
76
Properties=species:S:1:pos:R:3
O 4.73585 8.48866 10.68248
C 5.55325 7.84348 9.66299
C 6.83432 7.32629 10.19408
O 7.71062 8.42144 10.57995
H 5.26972 9.23451 11.03572
H 5.00958 6.87927 9.39601
H 5.58127 8.43600 8.73364
H 7.37393 6.64829 9.55010
H 6.74346 6.79103 11.16151
H 7.72100 9.06738 9.84357
O 11.11990 13.31574 7.49182
C 10.04887 12.59482 6.98671
C 10.45007 11.17097 6.58138
O 11.45055 11.13937 5.52569
H 11.66676 13.56651 6.73221
H 9.26002 12.51307 7.75050
H 9.58561 13.08432 6.08011
H 9.55353 10.62322 6.28093
H 10.84868 10.66820 7.44375
H 11.00857 10.80472 4.74776
O 8.23357 10.17330 14.26140
C 9.58110 10.27201 13.77963
C 10.28824 9.01976 14.23391
O 9.57224 7.92567 13.77882
H 7.86090 9.40317 13.85850
H 9.69021 10.44834 12.71111
H 9.98439 11.15561 14.25776
H 10.21999 9.06114 15.36413
H 11.38032 8.88836 14.06392
H 10.12439 7.22028 13.52293
O 7.29807 11.85088 5.82358
C 6.44605 12.54001 6.75430
C 5.41356 11.64567 7.34622
O 6.02775 10.38611 7.51778
H 7.14464 10.93326 6.10937
H 7.10649 12.85463 7.54380
H 5.94983 13.42123 6.39147
H 4.57176 11.42388 6.70329
H 5.03172 11.98151 8.29434
H 6.88912 10.47414 7.90108
O 7.53189 14.33550 12.41948
C 6.17011 13.91049 12.41905
C 5.96344 12.57605 13.13138
O 6.52103 12.71999 14.46414
H 7.88070 14.33506 13.32443
H 5.60888 14.69550 12.86932
H 5.86459 13.76421 11.42458
H 6.54508 11.82247 12.62564
H 4.90490 12.39027 13.15665
H 7.00627 11.93256 14.73140
O 10.80264 8.29712 7.86275
C 11.42687 7.20673 8.56641
C 10.57388 6.64999 9.69565
O 10.42233 7.73496 10.62045
H 10.93396 9.15071 8.30836
H 11.52545 6.36845 7.83723
H 12.44363 7.62514 8.86615
H 11.05860 5.80398 10.20781
H 9.57561 6.42274 9.25133
H 9.49168 8.00588 10.68616
O 8.65237 13.37433 10.08899
C 9.77161 14.16094 10.37574
C 11.02737 13.43208 10.60037
O 11.01449 12.72415 11.85246
H 8.03802 13.61673 10.74617
H 9.92745 14.78980 9.50154
H 9.54485 14.69503 11.26760
H 11.91991 14.02764 10.65288
H 11.23197 12.68592 9.78164
H 10.19151 12.28264 11.90020
O 8.47312 10.89372 9.22995
H 8.56593 11.83484 9.59588
H 9.40976 10.64887 9.45992
O 11.02982 10.25648 10.03021
H 11.58079 10.94502 10.42173
H 11.07001 9.41049 10.51262
```

Properties
highest occupied orbital energy	-9.6	eV
relative energy (zero: lowest compared OMol25 entry of this formula, charge and spin)	0.561	eV
SMILES	OCCO.OCCO.OCCO.OCCO.OCCO.OCCO.OCCO.O.O
frontier orbital gap	0.3719	Ha